Entry 1:
This record from the OMol25 dataset describes a structure of composition C20H41N2P3PdS in a non-equilibrium geometry. The level of theory is ωB97M-V with the def2-TZVPD basis set.

```
68
Properties=species:S:1:pos:R:3:forces:R:3:nbo_charge:R:1
Pd -0.392 0.060 0.733 -0.199 1.296 1.705 0.52
P -1.728 1.933 1.132 -1.220 1.458 0.050 0.99
P -1.943 -1.386 2.028 -2.509 -2.459 2.718 1.19
P 1.422 1.155 -0.249 2.890 1.958 -0.572 1.18
H -1.140 -2.214 -0.433 0.487 0.037 -0.239 0.24
C -0.133 -1.781 -0.485 1.371 -1.095 0.809 -0.49
C 0.757 -1.920 0.595 -1.046 -0.820 -1.928 -0.41
H 0.454 -2.527 1.456 0.295 0.378 -0.322 0.24
C -2.880 1.952 -0.292 0.235 -0.086 0.039 -0.95
C -2.830 2.018 2.593 0.097 -0.109 0.060 -0.94
C -0.978 3.602 1.214 0.015 -0.049 0.005 -0.94
C -1.720 -3.200 2.200 0.762 0.083 -0.333 -0.97
C -2.160 -1.003 3.808 0.492 0.683 -0.050 -0.96
C -3.630 -1.389 1.266 0.261 0.777 -0.662 -0.95
C 2.872 0.168 -0.788 -0.218 -0.553 -0.049 -0.98
C 2.288 2.394 0.762 -0.215 -0.109 0.381 -0.96
C 0.713 2.144 -1.629 -0.455 -0.493 -0.143 -0.97
H 0.231 -1.434 -1.461 -0.183 -0.251 0.504 0.23
H 1.817 -1.692 0.475 -0.376 -0.084 0.101 0.25
H -3.525 2.837 -0.188 0.052 -0.214 -0.157 0.29
H -3.492 1.037 -0.288 0.142 0.398 -0.047 0.26
H -2.316 2.006 -1.236 -0.291 0.057 0.253 0.25
H -3.369 2.974 2.534 0.077 -0.254 -0.023 0.29
H -2.241 2.017 3.521 -0.226 0.073 -0.270 0.26
H -3.559 1.199 2.619 0.212 0.312 0.018 0.25
H -1.802 4.310 1.392 0.239 -0.146 -0.077 0.29
H -0.459 3.895 0.295 -0.177 -0.043 0.353 0.25
H -0.284 3.660 2.064 -0.220 0.061 -0.234 0.26
H -2.673 -3.663 2.489 0.147 0.234 -0.037 0.30
H -0.988 -3.375 2.993 -0.060 -0.145 -0.129 0.27
H -1.369 -3.651 1.271 -0.143 -0.222 0.121 0.26
H -3.101 -1.439 4.172 0.070 -0.032 -0.251 0.30
H -2.162 0.072 3.999 -0.044 -0.361 0.099 0.26
H -1.323 -1.451 4.357 -0.163 0.090 -0.120 0.27
H -4.161 -2.245 1.712 0.227 0.272 -0.055 0.31
H -3.543 -1.546 0.178 -0.195 -0.006 0.351 0.26
H -4.190 -0.461 1.455 0.209 -0.362 -0.092 0.27
H 3.559 0.736 -1.430 -0.288 0.146 0.155 0.30
H 2.597 -0.747 -1.321 0.111 0.262 0.186 0.26
H 3.416 -0.116 0.118 -0.030 0.155 -0.023 0.27
H 3.015 2.920 0.127 -0.168 -0.116 0.011 0.29
H 2.830 1.863 1.551 -0.064 0.199 -0.063 0.27
H 1.607 3.122 1.212 0.227 -0.174 -0.116 0.26
H 1.534 2.507 -2.266 -0.081 -0.139 0.199 0.30
H 0.135 3.009 -1.270 0.347 -0.444 -0.043 0.27
H 0.048 1.513 -2.235 0.142 0.345 0.028 0.25
C 1.786 -1.141 -5.111 -0.684 0.049 -0.715 0.01
C 1.238 -0.541 -6.258 -0.695 -0.279 -1.685 -0.20
C 1.264 -1.218 -7.477 -0.722 1.816 0.817 -0.13
C 1.855 -2.490 -7.564 0.027 -0.425 -0.478 0.09
C 2.556 -3.004 -6.461 0.763 -0.144 1.926 -0.16
C 2.549 -2.322 -5.239 0.667 -1.279 -0.703 -0.17
S 1.473 -0.354 -3.588 -0.403 -0.364 0.754 0.04
H 0.115 -0.589 -3.343 1.013 0.210 -1.089 0.17
H 0.747 0.425 -6.146 0.101 -0.263 -0.270 0.26
H 0.796 -0.766 -8.353 0.148 -0.152 0.221 0.28
H 1.765 -3.076 -8.485 0.125 0.233 0.288 0.28
H 3.093 -3.955 -6.555 -0.243 0.400 0.094 0.28
H 3.076 -2.704 -4.362 -0.163 -0.065 -0.399 0.26
N 1.591 -0.500 3.494 0.091 -0.379 -0.008 -0.35
C 2.000 -0.192 4.750 -0.362 0.356 -0.621 0.03
C 1.405 1.024 5.054 -0.076 0.027 -0.107 -0.28
C 0.643 1.382 3.931 0.461 -0.655 0.173 -0.03
N 0.768 0.440 2.980 -0.589 0.046 -0.812 -0.33
H 1.847 -1.315 2.937 -0.068 0.484 0.442 0.42
H 2.683 -0.835 5.288 -0.095 0.122 0.022 0.28
H 1.511 1.596 5.959 0.042 -0.035 0.090 0.29
H 0.038 2.270 3.798 0.121 -0.208 -0.048 0.23
```
Forces are in eV/Å.

Its energy relative to the best compared isomer or geometry (same formula, charge and spin) is 1.154 eV. Its net charge is +4. The spin multiplicity is 5.



Entry 2:
This record from the OMol25 dataset describes a structure of composition C20H41N2P3RuS in a non-equilibrium geometry. The level of theory is ωB97M-V with the def2-TZVPD basis set.

```
68
Properties=species:S:1:pos:R:3:forces:R:3:nbo_charge:R:1
Ru -0.459 0.656 0.978 1.198 -3.320 2.216 0.39
P -1.663 2.507 0.768 -2.579 3.087 -1.030 1.12
P -1.753 -1.349 1.997 -1.770 -1.157 1.200 1.10
P 1.458 1.615 0.137 2.237 2.378 -0.282 1.08
H -1.167 -4.326 -1.298 0.383 0.750 0.009 0.23
C -0.370 -3.623 -1.610 0.001 0.031 0.338 -0.41
C 0.862 -3.701 -1.094 -0.222 0.304 0.035 -0.40
H 1.049 -4.262 -0.174 0.231 -0.381 -0.708 0.21
C -2.642 2.389 -0.771 0.286 -0.431 0.127 -0.92
C -2.982 2.581 2.034 0.489 -0.447 0.177 -0.93
C -1.127 4.265 0.725 0.695 -0.384 0.169 -0.94
C -0.997 -3.029 2.074 1.114 0.222 -0.421 -0.92
C -2.131 -1.045 3.770 0.401 0.601 -0.163 -0.94
C -3.412 -1.865 1.383 0.119 0.620 -0.642 -0.93
C 2.821 0.415 -0.068 -0.558 -0.831 0.037 -0.95
C 2.278 2.866 1.217 -0.375 -0.224 0.130 -0.92
C 1.290 2.465 -1.477 -0.372 -0.081 -0.256 -0.95
H -0.629 -2.845 -2.338 0.138 -0.735 -0.222 0.19
H 1.716 -3.180 -1.557 -0.511 0.037 0.573 0.19
H -3.334 3.240 -0.762 0.097 -0.216 -0.197 0.29
H -3.180 1.432 -0.750 -0.071 0.355 -0.221 0.26
H -1.978 2.417 -1.642 -0.321 0.086 0.076 0.26
H -3.680 3.391 1.786 0.230 -0.111 -0.030 0.30
H -2.528 2.779 3.007 -0.209 0.022 0.077 0.26
H -3.514 1.629 2.060 -0.099 0.112 0.096 0.25
H -2.012 4.900 0.551 0.198 -0.411 0.074 0.30
H -0.403 4.451 -0.077 -0.135 -0.009 0.179 0.26
H -0.682 4.538 1.688 -0.052 0.090 -0.198 0.27
H -1.742 -3.734 2.483 0.008 0.572 -0.149 0.30
H -0.133 -3.023 2.753 -0.158 -0.038 -0.289 0.26
H -0.694 -3.366 1.070 -0.100 0.096 0.434 0.27
H -3.008 -1.640 4.061 0.262 0.156 -0.199 0.29
H -2.347 0.021 3.909 -0.055 -0.255 0.220 0.25
H -1.279 -1.339 4.398 -0.184 0.170 -0.171 0.27
H -3.847 -2.613 2.065 0.361 0.278 -0.158 0.29
H -3.321 -2.307 0.378 -0.097 0.179 0.297 0.27
H -4.083 -0.998 1.340 0.019 -0.238 -0.055 0.25
H 3.717 0.904 -0.467 -0.264 0.229 0.126 0.30
H 2.522 -0.371 -0.770 0.188 0.055 0.194 0.26
H 3.056 -0.049 0.895 0.078 0.183 -0.179 0.26
H 2.907 3.536 0.619 -0.140 -0.204 0.041 0.29
H 2.910 2.356 1.952 -0.139 0.072 -0.117 0.27
H 1.526 3.454 1.749 0.174 0.055 -0.084 0.25
H 1.940 1.998 -2.237 -0.202 0.328 0.445 0.28
H 1.528 3.534 -1.384 0.006 -0.367 0.036 0.29
H 0.255 2.365 -1.828 0.284 0.088 -0.111 0.25
C 1.419 -1.108 -4.444 0.240 -0.586 -0.980 -0.32
C 0.836 -0.532 -5.621 0.186 0.756 2.405 0.03
C 0.934 -1.179 -6.846 0.486 -1.549 -2.079 -0.01
C 1.607 -2.405 -6.961 0.006 0.253 0.131 -0.19
C 2.266 -2.930 -5.843 -0.073 -0.816 -2.250 0.00
C 2.188 -2.302 -4.607 -0.602 1.624 1.826 0.02
S 1.191 -0.489 -2.910 -0.317 0.195 0.216 0.11
H -2.000 0.336 0.874 -0.702 -0.418 -0.346 0.05
H 0.338 0.435 -5.530 0.038 -0.306 -0.091 0.26
H 0.504 -0.728 -7.744 0.055 -0.088 0.273 0.28
H 1.661 -2.916 -7.920 -0.002 0.109 0.164 0.29
H 2.860 -3.835 -5.932 -0.072 0.038 -0.097 0.28
H 2.696 -2.701 -3.731 -0.053 -0.025 -0.265 0.25
N 1.528 0.685 4.833 -0.573 0.011 -1.126 -0.46
C 2.058 -0.455 4.263 0.210 -0.083 -0.120 -0.01
C 1.525 -0.556 3.010 -0.355 0.817 0.897 -0.14
N 0.658 0.516 2.823 0.314 -0.247 -0.169 -0.55
C 0.684 1.254 3.933 0.539 -0.691 0.021 0.22
H 1.728 1.066 5.754 0.038 -0.162 -0.093 0.48
H 2.786 -1.095 4.747 -0.185 0.233 0.093 0.29
H 1.663 -1.259 2.219 0.256 -0.484 -0.015 0.24
H 0.132 2.162 4.090 -0.019 0.103 0.180 0.24
```
Forces are in eV/Å.

Its energy relative to the best compared isomer or geometry (same formula, charge and spin) is 0.567 eV. Its net charge is +4. The spin multiplicity is 5.



Entry 3:
This record from the OMol25 dataset describes a structure of composition C20H41N2P3RuS in a non-equilibrium geometry. The level of theory is ωB97M-V with the def2-TZVPD basis set.

```
68
Properties=species:S:1:pos:R:3:forces:R:3:mulliken_charge:R:1
Ru -0.564 1.018 0.962 2.608 -2.312 3.970 -0.39
P -1.836 2.829 0.752 -1.443 0.735 0.490 0.62
P -1.774 -1.528 2.030 -1.632 -1.026 1.196 0.93
P 1.438 1.522 0.175 3.741 0.900 -1.689 1.49
H -1.180 -4.008 -1.471 0.208 0.521 0.822 0.36
C -0.366 -3.280 -1.584 0.279 -0.216 0.779 -0.48
C 0.845 -3.358 -1.003 0.054 0.248 0.818 -0.25
H 0.962 -3.754 0.029 0.298 -1.063 -1.344 0.39
C -2.676 2.363 -0.805 0.349 0.127 0.159 -1.00
C -3.059 2.535 2.110 0.055 0.222 0.023 -0.92
C -1.010 4.474 0.709 0.039 -0.187 0.055 -0.96
C -1.041 -3.209 2.169 1.199 0.106 -0.428 -1.12
C -2.189 -1.091 3.767 0.731 0.684 -0.202 -1.19
C -3.459 -1.979 1.513 0.399 0.688 -0.891 -1.33
C 2.891 0.419 -0.077 -0.209 -0.609 0.181 -1.10
C 2.267 2.782 1.229 -0.447 -0.053 0.410 -1.46
C 1.326 2.368 -1.421 -0.387 0.046 -0.344 -1.18
H -0.623 -2.395 -2.125 0.142 -0.147 -1.548 0.06
H 1.771 -2.922 -1.436 -1.011 0.469 0.626 0.05
H -3.486 3.032 -1.109 0.147 0.046 0.058 0.47
H -3.066 1.356 -0.627 -0.160 0.223 -0.164 0.39
H -1.912 2.300 -1.587 -0.282 0.124 -0.128 0.22
H -3.916 3.219 2.062 0.218 -0.023 0.048 0.51
H -2.595 2.585 3.111 -0.119 0.248 -0.464 0.28
H -3.429 1.503 1.989 0.046 0.473 -0.122 0.22
H -1.718 5.290 0.511 -0.005 -0.276 0.072 0.45
H -0.257 4.470 -0.094 -0.341 -0.079 0.130 0.28
H -0.476 4.689 1.649 -0.391 -0.187 -0.215 0.35
H -1.792 -3.899 2.581 -0.110 0.479 -0.009 0.48
H -0.166 -3.207 2.831 -0.188 0.040 -0.140 0.41
H -0.734 -3.593 1.189 -0.176 0.149 0.228 0.15
H -3.097 -1.641 4.046 0.304 0.114 -0.100 0.53
H -2.381 -0.012 3.827 -0.058 -0.248 0.199 0.21
H -1.363 -1.355 4.435 -0.158 0.108 -0.053 0.34
H -3.833 -2.694 2.250 0.037 0.061 -0.133 0.54
H -3.432 -2.425 0.519 -0.253 -0.016 0.001 0.41
H -4.068 -1.072 1.510 -0.213 -0.221 -0.056 0.41
H 3.732 1.034 -0.449 -0.504 -0.066 0.131 0.46
H 2.670 -0.369 -0.813 0.067 0.231 0.275 0.17
H 3.208 -0.036 0.873 -0.120 0.118 -0.342 0.43
H 2.873 3.410 0.564 -0.122 -0.137 0.168 0.53
H 2.922 2.274 1.945 -0.191 0.137 -0.071 0.37
H 1.538 3.398 1.763 0.290 0.045 -0.055 0.30
H 2.020 1.892 -2.131 -0.242 0.370 0.195 0.45
H 1.579 3.428 -1.264 -0.117 -0.386 -0.319 0.49
H 0.305 2.273 -1.814 0.315 0.189 -0.168 0.18
C 1.469 -1.195 -4.543 0.368 0.652 -0.439 0.44
C 0.967 -0.527 -5.693 -0.174 0.282 2.005 -0.20
C 0.970 -1.186 -6.904 0.380 -1.834 -2.475 -0.35
C 1.632 -2.428 -7.028 -0.042 -0.062 0.061 -0.46
C 2.324 -2.976 -5.923 -0.361 -0.821 -2.861 -0.36
C 2.311 -2.326 -4.695 -0.543 0.979 1.611 -0.28
S 0.935 -0.624 -3.076 0.089 0.271 0.885 -0.05
H -1.904 0.229 1.026 -2.016 -1.346 -0.575 0.07
H 0.481 0.441 -5.573 0.200 -0.190 -0.048 0.45
H 0.413 -0.763 -7.752 0.370 -0.247 0.281 0.43
H 1.568 -2.990 -7.971 0.162 0.352 0.488 0.44
H 2.824 -3.949 -6.036 -0.150 0.503 0.056 0.44
H 2.875 -2.716 -3.847 -0.174 0.123 -0.189 0.44
N 1.505 0.708 4.742 -0.522 -0.068 -0.977 -0.07
C 2.033 -0.432 4.135 -0.370 0.331 -0.237 -1.07
C 1.472 -0.550 2.891 -0.262 0.719 0.657 -0.73
N 0.601 0.528 2.740 -0.692 0.548 -0.893 1.31
C 0.638 1.249 3.851 0.280 -0.205 0.315 -1.06
H 1.683 1.104 5.682 0.046 -0.596 -0.813 0.30
H 2.755 -1.071 4.585 0.327 -0.183 0.473 0.48
H 1.570 -1.287 2.104 0.239 0.062 0.335 0.86
H 0.030 2.127 3.995 0.199 0.078 0.292 0.43
```
Forces are in eV/Å.

Its energy relative to the best compared isomer or geometry (same formula, charge and spin) is 3.124 eV. Its net charge is +4. The spin multiplicity is 5.



Which formula does entry 1 have?
C20H41N2P3PdS